Density functional theory data (wB97M-V/def2-TZVPD) for one molecule with the formula C19H22ClN3O4.

Structure (XYZ):
```
49
Properties=species:S:1:pos:R:3:forces:R:3
C 2.20385 2.35121 0.36326 0.0 0.1 0.0
C 2.07511 1.27388 -0.64433 -0.3 -0.5 -0.1
N 2.73649 1.28817 -1.78210 0.5 0.8 0.1
N 2.39321 0.18660 -2.45622 -0.7 -0.5 0.3
C 1.51903 -0.55961 -1.76150 0.0 0.3 0.3
C 1.26648 0.10598 -0.56341 0.2 -0.1 -0.5
C 0.38838 -0.27239 0.53075 0.0 0.0 0.1
O 0.21572 0.38753 1.53362 0.1 0.0 -0.1
O -0.21365 -1.45058 0.30806 0.1 0.1 -0.2
C -1.05353 -1.97206 1.33064 -0.3 -0.2 0.4
H -0.63322 -1.72660 2.31301 0.0 -0.1 -0.1
H -1.07277 -3.05225 1.17746 -0.1 0.2 0.0
C -2.49224 -1.43514 1.24328 0.6 0.0 -0.1
O -3.42940 -2.15367 0.96653 -0.3 -0.3 0.0
N -2.58843 -0.11720 1.48154 0.0 0.6 0.2
H -1.78004 0.39293 1.82083 0.0 -0.2 -0.1
C -3.85816 0.56430 1.52180 -0.2 0.0 0.4
H -3.79643 1.47301 0.91474 -0.1 0.0 0.0
H -4.60695 -0.11225 1.10385 0.0 0.1 0.0
C -4.24079 0.93692 2.96345 -0.3 -0.4 -0.4
H -4.19927 0.02905 3.57726 0.0 0.1 -0.1
C -5.62156 1.61945 3.03325 0.2 0.0 0.1
H -5.94940 1.89376 2.02988 -0.1 0.0 0.0
H -6.37130 0.96878 3.47599 -0.1 0.0 -0.1
C -5.35856 2.87204 3.87103 0.2 0.0 0.0
H -5.49151 2.65704 4.93131 0.0 0.0 0.0
H -5.99236 3.71079 3.59414 -0.1 0.1 0.0
C -3.88145 3.12718 3.57654 -0.2 0.3 0.0
H -3.76428 3.65464 2.61781 0.0 0.0 0.1
O -3.29534 1.84540 3.51218 0.2 -0.1 0.0
H -3.36430 3.68795 4.35572 0.0 0.0 -0.1
Cl 0.91559 -2.01897 -2.37376 0.0 -0.1 -0.2
C 2.98618 -0.12275 -3.73191 0.2 -0.1 -0.4
C 3.91370 -1.30849 -3.62166 0.0 0.0 -0.1
C 4.90846 -1.31101 -2.65167 0.0 0.0 0.0
C 5.75518 -2.39686 -2.52449 0.0 0.0 0.1
C 5.61751 -3.48678 -3.36817 0.0 -0.1 0.0
C 4.62996 -3.48726 -4.33777 0.0 -0.1 0.0
C 3.77770 -2.40338 -4.46172 0.0 0.1 0.0
H 3.00237 -2.40997 -5.21399 -0.1 0.0 -0.1
H 4.51730 -4.33617 -4.99556 0.0 -0.1 -0.1
H 6.27817 -4.33500 -3.26845 0.1 -0.1 0.0
H 6.52438 -2.39269 -1.76664 0.1 0.0 0.1
H 5.01256 -0.45810 -1.99640 0.0 0.1 0.1
H 3.53687 0.77254 -4.03228 -0.2 -0.1 0.0
H 2.19426 -0.32528 -4.45843 0.1 0.1 0.0
H 2.90648 3.09928 0.00886 0.0 0.1 0.0
H 2.54641 1.93689 1.30928 0.0 0.1 0.1
H 1.23357 2.80913 0.54441 0.0 0.1 0.1
```
Positions in Å, forces in eV/Å.

As for the HOMO energy: -9.264 eV. As for the structure (SMILES): Cc1nn(Cc2ccccc2)c(Cl)c1C(=O)OCC(=O)NC[C@@H]1CCCO1. Its spin multiplicity is 1. For the HOMO-LUMO gap, the calculation gives 9.944 eV. The value obtained for the electronic energy is -1662.66495 Ha. As for the energy relative to the best compared isomer or geometry (same formula, charge and spin): 0.000 eV. As for the max |F|: 1.0 eV Å⁻¹. The value obtained for the LUMO energy is 0.679 eV.